Entry 1:
Computed, not measured: a structure of composition C6H15NO, with the ωB97M-V functional and the def2-TZVPD basis.

```
23
C6H15NO (the ωB97M-V functional and the def2-TZVPD basis)
C -0.670 0.271 2.192
C -1.071 -1.055 1.528
O 0.013 -1.937 1.290
C 0.762 0.709 1.935
N 0.751 -0.725 -0.952
C 1.441 -0.493 -2.242
C -0.394 -0.197 -1.401
C -0.773 1.225 -1.693
H -1.350 1.036 1.812
H -0.746 0.149 3.273
H -1.743 -1.613 2.198
H -1.484 -0.906 0.490
H 0.590 -1.554 0.619
H 1.527 -0.069 1.966
H 1.063 1.467 2.660
H 0.947 1.013 0.876
H 1.013 -0.864 -3.192
H 2.449 -0.938 -2.195
H 1.805 0.545 -2.332
H -1.180 -0.892 -1.757
H -0.333 1.902 -0.956
H -0.773 1.581 -2.734
H -1.844 1.345 -1.386
```

Summary:
**Energy above the lowest of the compared OMol25 structures with the same formula, charge and spin**: 433.03 kJ/mol
**Multiplicity**: 2
**LUMO level (alpha / beta)**: -6.43 / -7.36 eV
**Net charge**: +1



Entry 2:
Computed, not measured: a cluster of 3 separate species, C13H27NO7S in total, with the ωB97M-V functional and the def2-TZVPD basis.

```
49
C13H27NO7S (the ωB97M-V functional and the def2-TZVPD basis)
C 1.268 2.518 3.655
C 1.839 3.752 2.946
C 1.243 5.085 3.384
C -0.261 5.083 3.591
O -0.872 4.223 2.628
O -2.204 4.702 2.352
C -3.048 4.029 3.208
O -3.389 4.480 4.298
N -3.436 2.780 2.719
S -4.314 2.876 1.199
H 0.785 1.883 2.925
H 0.514 2.752 4.394
H 2.039 1.910 4.100
H 1.770 3.624 1.881
H 2.897 3.795 3.164
H 1.467 5.833 2.636
H 1.698 5.414 4.309
H -0.519 4.806 4.607
H -0.649 6.080 3.444
H -4.018 2.353 3.421
H -5.293 2.019 1.501
C 1.764 -1.782 -1.359
C 1.046 -0.926 -0.338
O 1.949 -0.160 0.470
C 2.442 1.029 0.087
C 2.238 1.498 -1.335
O 3.080 1.668 0.876
H 2.321 -1.176 -2.074
H 1.058 -2.393 -1.915
H 2.480 -2.436 -0.860
H 0.300 -0.275 -0.796
H 0.515 -1.560 0.370
H 3.118 1.230 -1.918
H 2.143 2.581 -1.323
H 1.354 1.092 -1.820
C -2.503 -6.217 -3.387
C -1.970 -5.495 -4.607
O -1.187 -4.352 -4.254
C 0.119 -4.422 -3.948
C 0.767 -5.771 -3.737
O 0.727 -3.400 -3.789
H -1.698 -6.616 -2.770
H -3.146 -7.045 -3.688
H -3.082 -5.532 -2.769
H -1.408 -6.155 -5.268
H -2.796 -5.095 -5.190
H 0.761 -5.995 -2.671
H 1.798 -5.706 -4.074
H 0.292 -6.587 -4.275
```

Summary:
**Multiplicity**: 1
**LUMO level**: 0.39 eV



Entry 3:
Computed, not measured: the molecule C20H22ClN3O, with the ωB97M-V functional and the def2-TZVPD basis.

```
47
C20H22ClN3O (the ωB97M-V functional and the def2-TZVPD basis)
C 3.811 -2.038 1.465
C 2.899 -1.946 0.211
C 2.049 -3.183 0.307
C 3.820 -2.037 -1.049
C 3.098 -2.099 -2.367
O 2.420 -0.879 -2.582
C 2.118 -0.627 0.236
C 2.795 0.573 0.568
C 2.032 1.864 0.521
C 0.676 1.823 0.109
N 0.097 0.678 -0.314
C -1.250 0.385 -0.584
C -2.419 1.266 -0.856
C -3.180 1.515 0.499
C -3.808 0.429 1.188
C -4.707 0.716 2.231
C -4.865 1.947 2.781
Cl -5.992 2.173 4.102
C -4.071 2.980 2.240
C -3.325 2.747 1.031
C -2.365 2.302 -1.986
C -3.102 0.946 -2.246
N -1.356 -0.926 -0.686
N -0.141 -1.503 -0.372
C 0.716 -0.563 -0.169
H 4.607 -1.195 1.463
H 3.232 -1.995 2.403
H 4.210 -2.996 1.425
H 1.329 -2.968 1.115
H 2.576 -4.078 0.508
H 1.426 -3.359 -0.635
H 4.429 -1.114 -1.040
H 4.521 -2.854 -1.054
H 3.888 -2.027 -3.140
H 2.457 -2.893 -2.542
H 1.936 -0.609 -1.810
H 3.820 0.646 0.951
H 2.562 2.733 0.828
H 0.181 2.799 0.086
H -3.844 -0.603 0.800
H -5.188 -0.187 2.542
H -4.056 3.925 2.757
H -2.901 3.624 0.504
H -2.958 3.199 -1.913
H -1.468 2.302 -2.642
H -4.167 0.934 -2.146
H -2.541 0.173 -2.739
```

Summary:
**Energy above the lowest of the compared OMol25 structures with the same formula, charge and spin**: 286.20 kJ/mol
**Multiplicity**: 1
**LUMO level**: 0.22 eV